[1]
{"formula": "C25H26CaN7O4S2", "method": "wB97M-V/def2-TZVPD", "e_homo_ev": -4.0, "energy_ev": -85084.9471, "total_charge": -1, "species": ["Ca", "C", "N", "C", "C", "N", "C", "C", "C", "C", "C", "C", "C", "S", "C", "C", "C", "C", "C", "C", "S", "H", "H", "H", "H", "H", "H", "H", "H", "H", "H", "H", "H", "H", "H", "H", "H", "H", "H", "O", "C", "O", "C", "C", "C", "C", "C", "N", "C", "O", "O", "H", "H", "H", "H", "N", "C", "N", "N", "C", "N", "H", "H", "H", "H"], "positions_angstrom": [[-0.1115, 0.2797, 0.0714], [-2.7289, 2.1764, -0.1793], [-2.0031, 1.7121, 1.0127], [-2.8325, 0.7485, 1.7545], [-2.0323, -0.0531, 2.7646], [-1.1014, -1.0037, 2.1439], [-1.8023, -2.1476, 1.5380], [-0.1065, -1.5026, 3.0754], [-0.4256, -1.6680, 4.4188], [0.4908, -2.1752, 5.3278], [1.7513, -2.5381, 4.8764], [2.0722, -2.3892, 3.5395], [1.1677, -1.8716, 2.6023], [1.6697, -1.7271, 0.9331], [-1.5872, 2.8301, 1.8581], [-2.5542, 3.7624, 2.2301], [-2.2544, 4.8556, 3.0222], [-0.9432, 5.0156, 3.4576], [0.0176, 4.0904, 3.1076], [-0.2590, 2.9615, 2.3083], [1.0350, 1.8304, 2.0023], [-3.6875, 2.6477, 0.0694], [-2.9461, 1.3229, -0.8216], [-2.1076, 2.8834, -0.7239], [-3.3121, 0.0891, 1.0265], [-3.6389, 1.2695, 2.2901], [-2.7546, -0.5689, 3.4154], [-1.4435, 0.6289, 3.3806], [-2.4117, -2.6776, 2.2850], [-1.0578, -2.8326, 1.1349], [-2.4503, -1.8338, 0.7192], [-1.4074, -1.3862, 4.7756], [0.2209, -2.2768, 6.3716], [2.4901, -2.9304, 5.5657], [3.0577, -2.6616, 3.1831], [-3.5748, 3.6289, 1.8908], [-3.0257, 5.5664, 3.2911], [-0.6704, 5.8643, 4.0745], [1.0368, 4.2101, 3.4526], [1.2701, -4.0863, -1.7542], [0.6471, -2.8968, -1.7723], [-0.5310, -2.7633, -1.5693], [1.5486, -1.7755, -2.1898], [2.8341, -1.9571, -2.6583], [3.5339, -0.8341, -3.0929], [2.9206, 0.4023, -3.0772], [1.6311, 0.4930, -2.5589], [0.9810, -0.5712, -2.1062], [0.8222, 1.7947, -2.5477], [0.9895, 2.5415, -3.5165], [-0.0185, 1.8803, -1.6121], [0.6267, -4.7257, -1.4189], [3.2728, -2.9434, -2.6719], [4.5494, -0.9376, -3.4535], [3.3978, 1.2973, -3.4495], [-3.0872, 1.1355, -5.3815], [-2.8351, 0.4232, -4.2508], [-1.5814, 0.4427, -3.7926], [-3.8501, -0.2248, -3.7213], [-3.7030, -0.6896, -2.4879], [-3.6783, -1.1147, -1.4090], [-2.3308, 1.3450, -6.0082], [-4.0020, 1.0099, -5.7762], [-0.9624, 1.2032, -4.0410], [-1.3316, -0.0762, -2.9634]]}

[2]
{"formula": "C34H33ClCoN2P2", "method": "wB97M-V/def2-TZVPD", "e_homo_ev": [-13.3, -13.0], "energy_ev": -107486.5843, "total_charge": 2, "multiplicity": 4, "species": ["Co", "C", "C", "P", "C", "C", "C", "C", "C", "C", "C", "C", "C", "C", "C", "C", "C", "P", "C", "C", "C", "C", "C", "C", "C", "C", "C", "C", "C", "C", "H", "H", "H", "H", "H", "H", "H", "H", "H", "H", "H", "H", "H", "H", "H", "H", "H", "H", "H", "H", "H", "H", "H", "H", "H", "H", "C", "C", "N", "H", "H", "H", "Cl", "C", "C", "C", "C", "N", "C", "H", "H", "H", "H"], "positions_angstrom": [[1.0272, -0.2301, -1.8093], [-1.4363, -1.9554, 0.3468], [-1.7778, -0.4636, 0.2616], [-0.9293, 0.5949, -1.0286], [-2.1443, 0.6640, -2.3849], [-2.3732, -0.5056, -3.1131], [-3.2208, -0.4931, -4.2071], [-3.8307, 0.6907, -4.6007], [-3.6108, 1.8523, -3.8777], [-2.7689, 1.8460, -2.7742], [-1.0561, 2.2530, -0.2960], [-2.1272, 2.6276, 0.5152], [-2.2206, 3.9292, 0.9831], [-1.2646, 4.8724, 0.6301], [-0.2067, 4.5108, -0.1902], [-0.1045, 3.2055, -0.6478], [0.0058, -2.3890, 0.6618], [0.6499, -2.2027, 2.3972], [0.9591, -0.4699, 2.8043], [2.1691, 0.0707, 2.3596], [2.5220, 1.3628, 2.6989], [1.6652, 2.1287, 3.4786], [0.4611, 1.5973, 3.9227], [0.1081, 0.2977, 3.6051], [-0.5208, -2.8663, 3.5641], [-0.3765, -2.5211, 4.9203], [-1.2266, -3.0631, 5.8619], [-2.2039, -3.9758, 5.4748], [-2.3267, -4.3496, 4.1383], [-1.4724, -3.8276, 3.1891], [-1.7054, -2.4250, -0.6023], [-2.0803, -2.3917, 1.1098], [-1.5889, 0.0154, 1.2212], [-2.8434, -0.3817, 0.0424], [-1.8809, -1.4273, -2.8206], [-3.3960, -1.4050, -4.7630], [-4.4632, 0.7050, -5.4778], [-4.0899, 2.7752, -4.1765], [-2.6107, 2.7624, -2.2220], [-2.9062, 1.9199, 0.7692], [-3.0518, 4.2137, 1.6154], [-1.3465, 5.8893, 0.9908], [0.5387, 5.2421, -0.4760], [0.7154, 2.9145, -1.2942], [0.7302, -1.8746, 0.0153], [0.1012, -3.4575, 0.4529], [2.8613, -0.5468, 1.8019], [3.4794, 1.7591, 2.3865], [1.9425, 3.1335, 3.7646], [-0.1991, 2.1922, 4.5391], [-0.8165, -0.1188, 3.9820], [0.4006, -1.8329, 5.2283], [-1.1210, -2.7851, 6.9015], [-2.8481, -4.4212, 6.2206], [-3.0862, -5.0617, 3.8459], [-1.5371, -4.1661, 2.1637], [1.7110, -2.8315, -5.3942], [1.3419, -2.0454, -4.2456], [1.0383, -1.4282, -3.3278], [2.7314, -2.5943, -5.6953], [1.0371, -2.6136, -6.2226], [1.6538, -3.8936, -5.1571], [6.4643, -0.8602, -0.9620], [5.2290, 0.1738, -1.5496], [5.5310, 1.3850, -2.1589], [4.4844, 2.1763, -2.5986], [3.1829, 1.7354, -2.4337], [2.8903, 0.5691, -1.8460], [3.9004, -0.1932, -1.4102], [6.5600, 1.6888, -2.2951], [4.6742, 3.1319, -3.0664], [2.3489, 2.3216, -2.7965], [3.6540, -1.1394, -0.9427]]}

[3]
{"formula": "C3H2CuFMgO2", "method": "wB97M-V/def2-TZVPD", "e_homo_ev": -16.9, "energy_ev": -60018.5217, "total_charge": 2, "species": ["C", "C", "H", "H", "F", "O", "C", "O", "Mg", "Cu"], "positions_angstrom": [[1.7278, 0.2610, 0.3922], [0.5360, -0.3030, 0.5281], [1.8530, 1.1292, -0.2517], [2.5738, -0.1087, 0.9675], [0.3190, -1.2703, 1.4098], [-1.1839, -1.7880, -0.8496], [-1.3568, -0.6159, -0.9837], [-0.5873, 0.2091, -0.0468], [-2.9793, 0.2478, -2.1175], [-0.9023, 2.2388, 0.9517]]}

[4]
{"formula": "C11H30BO4S2", "method": "wB97M-V/def2-TZVPD", "e_homo_ev": -3.8, "energy_ev": -42429.0812, "total_charge": -1, "species": ["S", "B", "C", "C", "C", "S", "H", "H", "H", "H", "H", "H", "H", "H", "H", "H", "C", "O", "C", "C", "O", "C", "H", "H", "H", "H", "H", "H", "H", "H", "H", "H", "C", "O", "C", "C", "O", "C", "H", "H", "H", "H", "H", "H", "H", "H", "H", "H"], "positions_angstrom": [[3.9289, 0.3699, 0.9614], [3.0317, 0.9187, -0.6561], [2.6739, 2.5364, -0.6302], [1.3877, 2.7156, 0.2492], [0.1412, 2.2607, -0.5945], [-0.8289, 1.0655, 0.4131], [4.4418, 1.5486, 1.4275], [2.0096, 0.2812, -0.6952], [3.6657, 0.6303, -1.6437], [2.4980, 2.9585, -1.6384], [3.5380, 3.0705, -0.1867], [1.5156, 2.0750, 1.1330], [1.2394, 3.7673, 0.5707], [0.4578, 1.8486, -1.5620], [-0.5013, 3.1261, -0.8300], [-0.4517, -0.2199, 0.1496], [-0.1692, -2.7129, 6.4773], [0.6707, -1.7247, 5.9113], [1.2757, -2.1493, 4.6916], [0.5310, -1.6268, 3.4754], [-0.7899, -2.1642, 3.3980], [-1.7692, -1.2712, 3.9078], [-0.8247, -2.2248, 7.1990], [-0.7863, -3.2072, 5.7240], [0.4362, -3.4624, 6.9999], [1.3532, -3.2409, 4.6612], [2.2889, -1.7397, 4.6790], [1.0630, -1.9463, 2.5761], [0.5026, -0.5342, 3.4735], [-2.0031, -0.5112, 3.1553], [-1.4417, -0.7805, 4.8269], [-2.6735, -1.8425, 4.1225], [-2.0981, 1.1196, -2.8767], [-0.8395, 0.7514, -3.4258], [-0.7344, -0.6372, -3.6936], [-0.9934, -0.9506, -5.1580], [-2.3302, -0.6444, -5.5406], [-2.4405, 0.6132, -6.1826], [-2.2162, 2.1972, -2.9961], [-2.9303, 0.6213, -3.3810], [-2.1196, 0.8777, -1.8098], [-1.4085, -1.2072, -3.0472], [0.2912, -0.9305, -3.4508], [-0.8551, -2.0246, -5.3155], [-0.2801, -0.4234, -5.7988], [-2.1322, 0.5256, -7.2306], [-1.8378, 1.3795, -5.6913], [-3.4866, 0.9179, -6.1482]]}

[5]
{"formula": "C10H25MgO7S3", "method": "wB97M-V/def2-TZVPD", "e_homo_ev": [-14.9, -14.9], "energy_ev": -63040.8300, "total_charge": 2, "multiplicity": 2, "species": ["Mg", "O", "H", "C", "C", "C", "O", "C", "O", "O", "H", "H", "H", "H", "H", "H", "C", "S", "O", "C", "H", "H", "H", "H", "H", "H", "C", "S", "O", "C", "H", "H", "H", "H", "H", "H", "C", "S", "O", "C", "H", "H", "H", "H", "H", "H"], "positions_angstrom": [[-12.4921, -8.9903, -25.8701], [-11.2071, -10.2877, -25.5929], [-10.6181, -11.0547, -25.7321], [-9.1925, -10.2137, -28.6854], [-9.7742, -10.5147, -30.0398], [-9.0066, -11.6130, -30.6412], [-9.9545, -12.6195, -30.7407], [-11.1376, -12.2976, -30.2738], [-12.0673, -13.0878, -30.1650], [-11.0582, -11.0252, -29.9591], [-9.0728, -10.9537, -27.8940], [-9.8306, -9.3928, -28.3582], [-8.2304, -9.7019, -28.7122], [-9.8575, -9.7707, -30.8321], [-8.1024, -11.9603, -30.1414], [-8.5637, -11.3098, -31.5898], [-11.7411, -10.5004, -22.0128], [-12.0156, -8.7532, -22.5029], [-12.7272, -8.7852, -23.8297], [-13.1234, -8.1896, -21.1419], [-11.5079, -10.6217, -20.9549], [-11.0671, -10.9743, -22.7264], [-12.5055, -11.2308, -22.2780], [-12.9763, -8.7785, -20.2365], [-14.1188, -8.1427, -21.5836], [-12.6467, -7.2227, -20.9807], [-11.0280, -5.5474, -24.1731], [-10.3785, -6.4582, -25.7029], [-11.3302, -7.6062, -26.1247], [-10.6383, -5.0886, -26.9990], [-12.0930, -5.5007, -24.4004], [-10.5426, -4.5819, -24.0306], [-10.7110, -6.0598, -23.2648], [-9.6849, -4.5607, -26.9802], [-11.3686, -4.3360, -26.7015], [-10.7870, -5.6472, -27.9231], [-14.4421, -12.5602, -24.8446], [-14.7962, -10.7715, -24.4960], [-14.0763, -10.0902, -25.6193], [-16.4830, -10.8620, -25.2674], [-14.5741, -12.7837, -25.9032], [-15.0986, -13.3325, -24.4437], [-13.4327, -12.7878, -24.5019], [-16.4398, -11.3473, -26.2425], [-17.0028, -9.9039, -25.2729], [-17.0802, -11.4419, -24.5638]]}

[6]
{"formula": "C35H48Ge2KN11O6P3", "method": "wB97M-V/def2-TZVPD", "e_homo_ev": [-6.6, -7.9], "energy_ev": -222979.5882, "multiplicity": 2, "species": ["K", "C", "N", "C", "C", "N", "C", "P", "C", "N", "C", "C", "N", "C", "C", "N", "C", "C", "N", "C", "H", "H", "H", "H", "H", "H", "H", "H", "H", "H", "H", "H", "H", "H", "H", "N", "C", "C", "N", "C", "C", "N", "C", "C", "N", "H", "H", "H", "H", "H", "H", "N", "C", "C", "P", "O", "O", "O", "P", "O", "O", "O", "H", "H", "H", "H", "H", "H", "H", "H", "C", "Ge", "C", "C", "Ge", "C", "C", "C", "C", "C", "C", "C", "C", "C", "C", "C", "C", "H", "H", "H", "H", "H", "H", "H", "H", "H", "H", "H", "H", "H", "H", "H", "H", "H", "H", "H"], "positions_angstrom": [[0.0411, 0.0475, -0.9250], [3.8761, -1.0476, 3.9834], [3.1101, -0.2891, 3.0379], [3.3470, 0.9907, 2.6490], [2.3268, 1.3260, 1.8042], [1.4734, 0.2892, 1.6733], [1.9651, -0.6821, 2.4088], [1.5066, -2.4337, 2.4883], [1.8477, -2.8158, 0.7438], [1.5269, -2.0766, -0.2873], [2.0731, -2.6684, -1.3678], [2.7391, -3.8015, -0.9872], [2.5919, -3.8954, 0.3640], [3.1159, -4.9322, 1.2056], [-0.3036, -2.3804, 2.4474], [-1.1012, -1.6654, 1.6918], [-2.3550, -2.0420, 2.0152], [-2.3250, -3.0059, 2.9853], [-1.0119, -3.2186, 3.2635], [-0.4791, -4.1306, 4.2361], [4.5403, -0.3779, 4.5257], [4.4744, -1.8132, 3.4848], [3.2108, -1.5372, 4.6967], [4.1875, 1.5466, 3.0107], [2.1517, 2.2547, 1.3029], [1.9737, -2.2286, -2.3372], [3.2926, -4.5287, -1.5483], [3.5526, -5.7079, 0.5778], [2.3181, -5.3673, 1.8113], [3.8852, -4.5395, 1.8755], [-3.2032, -1.5886, 1.5498], [-3.1074, -3.5365, 3.4885], [-1.2915, -4.5303, 4.8409], [0.2290, -3.6159, 4.8883], [0.0405, -4.9609, 3.7512], [-3.2011, -2.7112, -3.0218], [-2.2031, -3.4336, -3.6137], [-1.0482, -3.0296, -3.0058], [-1.3113, -2.0896, -2.0721], [-2.6080, -1.8972, -2.0930], [-3.3370, -0.9931, -1.2567], [-2.8240, -0.0656, -0.4850], [-3.8610, 0.5320, 0.1402], [-5.0417, -0.0350, -0.2506], [-4.7024, -1.0097, -1.1454], [-4.1721, -2.7342, -3.2851], [-2.3964, -4.1573, -4.3802], [-0.0473, -3.3675, -3.1821], [-3.6948, 1.3246, 0.8371], [-6.0603, 0.1574, 0.0172], [-5.3527, -1.6207, -1.6115], [2.6000, 3.6263, -2.7776], [1.6633, 2.5816, -3.2617], [1.4751, 2.6765, -4.7503], [2.5768, 1.0684, -2.7029], [2.0325, -0.1080, -3.6684], [3.9941, 1.4220, -3.0588], [2.2328, 0.7577, -1.2947], [0.0686, 2.8586, -2.3405], [0.7368, 2.9836, -0.8339], [-0.3965, 4.2051, -2.7417], [-0.7721, 1.6394, -2.4368], [3.5444, 3.1618, -2.8672], [2.3455, 3.7451, -1.7835], [2.4827, 4.5147, -3.2670], [2.4118, 2.5155, -5.2906], [1.0594, 3.6528, -5.0079], [0.7514, 1.9191, -5.0452], [2.4267, 0.0359, -4.5304], [1.1413, 2.1063, -0.7203], [-3.4895, 3.7667, -0.4626], [-2.2296, 4.1974, 1.0345], [-3.3770, 5.2368, 2.3738], [-1.1045, 5.6445, 0.2063], [-1.0657, 1.9105, 1.9894], [-2.4209, 1.1710, 3.3392], [-3.7280, 1.6448, 3.3921], [-4.6727, 1.0905, 4.2370], [-4.3284, 0.0287, 5.0547], [-3.0325, -0.4554, 5.0267], [-2.0996, 0.1073, 4.1751], [0.2033, 2.6924, 3.3859], [0.5971, 4.0189, 3.2488], [1.5535, 4.5871, 4.0694], [2.1551, 3.8243, 5.0549], [1.7777, 2.5026, 5.2158], [0.8186, 1.9480, 4.3884], [-3.6544, 4.6795, -1.0287], [-4.4500, 3.3896, -0.1226], [-3.0330, 3.0409, -1.1281], [-3.8966, 6.0078, 1.8120], [-2.7665, 5.7108, 3.1348], [-4.1162, 4.6221, 2.8741], [-1.7297, 6.5303, 0.1103], [-0.8196, 5.3029, -0.7817], [-0.2076, 5.9124, 0.7547], [-4.0147, 2.4775, 2.7625], [-5.6797, 1.4852, 4.2619], [-5.0647, -0.4220, 5.7054], [-2.7553, -1.2787, 5.6731], [-1.0968, -0.2977, 4.1502], [0.1370, 4.6180, 2.4748], [1.8365, 5.6225, 3.9392], [2.9109, 4.2567, 5.6954], [2.2427, 1.9038, 5.9890], [0.5542, 0.9081, 4.5210]]}